No. 1
Entry from the OMol25 dataset: 8 unconnected molecules or ions with the total composition C37H39F15O11 in a non-equilibrium geometry (ωB97M-V with the def2-TZVPD basis set).

Structure (XYZ):
```
102
C37H39F15O11 ωB97M-V with the def2-TZVPD basis set
C 2.06951 -4.56513 1.54826
C 1.85762 -3.64670 2.70353
O 3.07750 -2.85866 2.90760
C 3.06838 -1.96151 3.88993
O 2.18559 -1.72309 4.65599
C 4.32785 -1.03869 4.05472
F 4.33367 -0.08603 3.04919
F 4.31552 -0.44068 5.23675
F 5.45437 -1.73617 3.95708
H 2.83752 -5.30791 1.71107
H 2.31976 -3.90895 0.68822
H 1.09072 -4.98534 1.28100
H 1.63346 -4.07630 3.71211
H 1.03602 -2.92467 2.58697
C -3.07468 -1.77140 7.00681
C -4.09621 -0.74813 6.57483
O -5.05646 -1.48515 5.74761
C -4.78574 -1.63034 4.44902
O -3.85288 -1.14902 3.87894
C -5.80058 -2.40987 3.71059
F -7.03945 -1.89081 3.72812
F -5.36347 -2.51919 2.43296
F -5.95393 -3.69855 4.18690
H -3.46555 -2.57917 7.57266
H -2.35705 -1.37996 7.77112
H -2.52552 -2.15264 6.15165
H -3.65587 0.02356 6.00545
H -4.67213 -0.36600 7.47416
C 1.35767 2.48159 -6.96576
C 2.87104 2.68380 -6.92551
O 3.37439 2.35970 -5.56086
C 4.66300 1.99729 -5.44072
O 5.41742 1.82497 -6.36309
C 5.07324 1.96341 -3.97735
F 6.09308 1.08853 -3.72041
F 5.47661 3.21686 -3.65954
F 4.10689 1.55840 -3.11508
H 1.10599 2.56547 -8.01738
H 0.77281 3.28363 -6.51774
H 1.12995 1.51486 -6.52037
H 3.08976 3.82267 -7.03829
H 3.47815 2.04325 -7.56965
C -0.82098 3.72535 -3.65830
C -1.20841 2.29891 -3.30040
O -2.36675 2.06324 -4.11414
C -3.36392 1.27332 -3.62150
O -3.33187 0.61167 -2.62318
C -4.62658 1.22039 -4.50891
F -4.41146 1.53934 -5.74984
F -5.05283 0.00529 -4.42157
F -5.60838 2.05377 -4.06047
H -0.04348 4.04918 -3.00537
H -1.71611 4.44697 -3.54196
H -0.64322 3.73028 -4.69887
H -1.62933 2.26535 -2.26608
H -0.43040 1.58934 -3.46770
F 4.32106 -4.35534 -5.08873
C 3.59827 -3.22666 -4.98798
C 3.02192 -2.85809 -3.81288
C 2.07568 -1.78415 -3.78525
C 1.74154 -1.16741 -4.98583
C 2.45061 -1.45263 -6.16039
C 3.39491 -2.52350 -6.16979
H 3.32769 -3.32692 -2.83735
H 1.53789 -1.66115 -2.83773
H 1.01915 -0.33393 -5.02240
H 2.30892 -1.06599 -7.19247
H 3.96272 -2.70510 -7.06606
F -1.29842 0.13981 2.65476
C -1.31982 0.91584 3.81325
C -2.17165 1.97419 3.88301
C -2.13759 2.65086 5.10397
C -1.35010 2.30111 6.21560
C -0.53252 1.18949 6.06755
C -0.46126 0.55599 4.84954
H -2.77059 2.29216 3.08345
H -2.77848 3.52223 5.28473
H -1.33013 2.84077 7.12999
H 0.08504 0.82047 6.87827
H 0.27007 -0.17135 4.58537
F -1.36522 1.88908 -0.00961
C -0.10956 2.02050 0.47377
C 0.06951 3.11559 1.27291
C 1.33585 3.21946 1.89177
C 2.28286 2.27242 1.69122
C 2.01814 1.16467 0.93733
C 0.84750 1.06840 0.22272
H -0.79962 3.76298 1.43230
H 1.38988 4.05529 2.57674
H 3.15525 2.31130 2.28222
H 2.87534 0.53624 0.64131
H 0.63589 0.30119 -0.52516
O 0.28317 -2.30033 -0.94867
C -0.72032 -2.06747 -0.36902
O -0.99934 -2.63698 0.80886
C -2.37937 -2.27432 1.07174
C -2.72382 -1.18678 0.14127
O -1.65322 -1.23357 -0.80947
H -2.96104 -3.14039 0.90257
H -2.39742 -2.07049 2.15774
H -2.75415 -0.23932 0.61681
H -3.65948 -1.39850 -0.30519
```

Output
E_HOMO = -9.15 eV
Spin multiplicity = 1
SMILES = CCOC(=O)C(F)(F)F.CCOC(=O)C(F)(F)F.CCOC(=O)C(F)(F)F.CCOC(=O)C(F)(F)F.Fc1ccccc1.Fc1ccccc1.Fc1ccccc1.O=C1OCCO1
Kohn-Sham gap = 9.6 eV

Atomic partial charges in e from the Löwdin method, atoms 1 to 99:
1. C -0.05
2. C -0.20
3. O 0.03
4. C -0.39
5. O 0.15
6. C -0.51
7. F 0.12
8. F 0.18
9. F 0.17
10. H 0.08
11. H 0.09
12. H 0.09
13. H 0.14
14. H 0.12
15. C -0.06
16. C -0.15
17. O 0.03
18. C -0.40
19. O 0.17
20. C -0.49
21. F 0.17
22. F 0.15
23. F 0.13
24. H 0.06
25. H 0.10
26. H 0.08
27. H 0.09
28. H 0.15
29. C -0.05
30. C -0.15
31. O -0.01
32. C -0.39
33. O 0.16
34. C -0.48
35. F 0.14
36. F 0.16
37. F 0.14
38. H 0.08
39. H 0.06
40. H 0.06
41. H 0.16
42. H 0.12
43. C -0.05
44. C -0.19
45. O 0.00
46. C -0.34
47. O 0.17
48. C -0.61
49. F 0.20
50. F 0.21
51. F 0.14
52. H 0.07
53. H 0.12
54. H 0.04
55. H 0.12
56. H 0.12
57. F 0.06
58. C -0.31
59. C -0.01
60. C -0.06
61. C -0.11
62. C -0.08
63. C -0.01
64. H 0.13
65. H 0.08
66. H 0.09
67. H 0.11
68. H 0.11
69. F 0.03
70. C -0.24
71. C -0.02
72. C -0.08
73. C -0.08
74. C -0.08
75. C -0.01
76. H 0.11
77. H 0.11
78. H 0.09
79. H 0.11
80. H 0.09
81. F 0.04
82. C -0.31
83. C -0.01
84. C -0.07
85. C -0.11
86. C -0.07
87. C 0.00
88. H 0.12
89. H 0.11
90. H 0.09
91. H 0.12
92. H 0.12
93. O 0.14
94. C -0.63
95. O 0.07
96. C -0.11
97. C -0.11
98. O 0.09
99. H 0.12

=====

No. 2
Entry from the OMol25 dataset: 2 unconnected molecules or ions with the total composition CHF2NO2 in a non-equilibrium geometry (ωB97M-V with the def2-TZVPD basis set).

Structure (XYZ):
```
7
CHF2NO2 ωB97M-V with the def2-TZVPD basis set
C 0.30668 0.49934 -0.05524
N -0.51497 -0.77374 -0.09506
O -1.50742 -0.77248 -0.74719
O 0.11321 -1.65996 0.38374
F -0.19244 1.51854 -0.79343
F 1.58289 0.34458 -0.27570
H 0.21205 0.84372 1.58289
```

Output
E_HOMO (alpha / beta) = -8.43 / -11.25 eV
Spin multiplicity = 3
Kohn-Sham gap (alpha / beta) = 8.8 / 6.9 eV
<S²> = 2.013

Population analysis type Löwdin, resulting atomic charges in e:
1. C -0.37
2. N -0.44
3. O 0.18
4. O 0.15
5. F 0.10
6. F 0.13
7. H 0.24

=====

No. 3
Entry from the OMol25 dataset: a molecular structure, C22H13BMnN7O12S in a non-equilibrium geometry (ωB97M-V with the def2-TZVPD basis set).

Structure (XYZ):
```
57
C22H13BMnN7O12S ωB97M-V with the def2-TZVPD basis set
Mn -1.88623 -0.17643 -0.06538
O -1.72611 -3.99609 -1.36198
C -1.75253 -2.78196 -1.37463
O -2.00487 -2.05269 -0.33040
C -1.50981 -2.05965 -2.68414
C -1.55170 -2.80848 -3.84552
C -1.32238 -2.20504 -5.06927
C -1.03626 -0.85874 -5.17538
C -1.00478 -0.11385 -4.01837
C -1.22392 -0.68437 -2.74794
O -1.09687 0.06523 -1.67686
N -0.72315 1.32093 -4.15644
O -1.23292 2.09399 -3.36925
O 0.00467 1.65329 -5.07215
N -1.37607 -3.00930 -6.29428
O -1.65493 -4.18572 -6.18610
O -1.19314 -2.43781 -7.35277
H -1.75603 -3.86690 -3.77241
H -0.84711 -0.40022 -6.13351
N -7.44958 2.50717 -0.12434
C -6.83286 1.53559 -0.24415
N -6.20601 0.37249 -0.37522
C -4.93271 0.33281 -0.35678
N -3.77172 0.20656 -0.34428
N -1.56625 1.87942 0.15335
C -0.36477 2.21698 0.87616
C 0.86058 1.74954 0.41570
C 2.00088 1.94662 1.18271
C 1.91367 2.60224 2.40243
C 0.69364 3.09670 2.84227
C -0.44730 2.90231 2.07974
S 3.34352 2.75641 3.45927
O 3.07788 1.82090 4.55059
O 4.47495 2.36982 2.63687
O 3.34664 4.13840 3.90148
H -1.55127 2.22650 -0.80503
H -2.37966 2.28061 0.61043
H 0.91345 1.22040 -0.52891
H 2.96662 1.58884 0.84861
H 0.64574 3.62809 3.78373
H -1.40533 3.27671 2.42448
O 1.42894 -1.47115 1.13050
B 0.53701 -0.90463 2.00065
O 1.05449 -0.65823 3.24363
C 2.37742 -1.05538 3.13793
C 3.37311 -0.98307 4.08338
C 4.62142 -1.45172 3.68837
C 4.84355 -1.96248 2.41131
C 3.82672 -2.02553 1.46342
C 2.59827 -1.55522 1.86613
H 3.19564 -0.54413 5.05297
H 5.44545 -1.39767 4.38653
H 5.83352 -2.30712 2.14412
H 3.98549 -2.40989 0.46587
N -2.08516 -0.36226 1.89318
C -0.90477 -0.50183 1.56720
H -2.56703 -0.56096 2.76247
```

Output
E_HOMO (alpha / beta) = -6.28 / -6.28 eV
Spin multiplicity = 2
Total charge = -1
Kohn-Sham gap (alpha / beta) = 5.4 / 6.4 eV
<S²> = 0.856

Population analysis type Löwdin, resulting atomic charges in e:
1. Mn 0.75
2. O 0.08
3. C -0.53
4. O -0.08
5. C -0.02
6. C 0.09
7. C -0.12
8. C 0.09
9. C -0.04
10. C -0.21
11. O -0.13
12. N -0.33
13. O 0.09
14. O 0.09
15. N -0.35
16. O 0.09
17. O 0.07
18. H 0.14
19. H 0.14
20. N 0.08
21. C -0.41
22. N 0.07
23. C -0.29
24. N 0.10
25. N 0.05
26. C -0.30
27. C -0.03
28. C -0.03
29. C -0.25
30. C -0.03
31. C -0.02
32. S 0.41
33. O -0.35
34. O -0.35
35. O -0.35
36. H 0.11
37. H 0.11
38. H 0.12
39. H 0.12
40. H 0.12
41. H 0.11
42. O 0.22
43. B -0.56
44. O 0.24
45. C -0.17
46. C 0.02
47. C -0.06
48. C -0.07
49. C 0.01
50. C -0.18
51. H 0.12
52. H 0.11
53. H 0.10
54. H 0.12
55. N 0.16
56. C -0.01
57. H 0.15

=====

No. 4
Entry from the OMol25 dataset: a single C7H9F molecule in a non-equilibrium geometry (ωB97M-V with the def2-TZVPD basis set).

Structure (XYZ):
```
17
C7H9F ωB97M-V with the def2-TZVPD basis set
C 1.33161 -0.99805 -1.69278
C -0.05965 -1.30334 -1.00616
C -0.20102 -0.28483 0.03671
C -0.14233 -0.28033 1.33754
F 0.33406 -1.29055 2.03804
C -0.61718 1.06334 1.95148
C -0.98049 1.87066 0.74424
C -0.64137 1.00381 -0.31165
H 2.05041 -0.68062 -0.92634
H 1.09676 -0.11685 -2.29287
H 1.72733 -1.74443 -2.42960
H -0.11690 -2.42569 -0.64928
H -0.91522 -1.32297 -1.65798
H 0.34593 1.34698 2.57793
H -1.31764 0.90372 2.87794
H -1.09100 3.05949 0.78703
H -0.80332 1.19967 -1.38426
```

Output
E_HOMO = -8.20 eV
Spin multiplicity = 1
SMILES = CCC1=C(F)CC=C1
Kohn-Sham gap = 9.2 eV

Population analysis type Löwdin, resulting atomic charges in e:
1. C -0.08
2. C -0.19
3. C -0.29
4. C -0.27
5. F 0.10
6. C -0.15
7. C -0.08
8. C -0.07
9. H 0.08
10. H 0.06
11. H 0.08
12. H 0.14
13. H 0.10
14. H 0.16
15. H 0.15
16. H 0.14
17. H 0.12

=====

No. 5
Entry from the OMol25 dataset: a molecular structure, C8H14BrNSi in a non-equilibrium geometry (ωB97M-V with the def2-TZVPD basis set).

Structure (XYZ):
```
25
C8H14BrNSi ωB97M-V with the def2-TZVPD basis set
C 0.10116 -2.48338 -0.89195
C 1.01597 -1.48210 -1.11566
C -0.17477 -2.07118 1.53581
C -0.96622 -2.42269 0.11941
C 1.10395 -0.20492 -0.49588
C -1.76790 0.91454 -0.39781
C 0.54889 2.44322 -1.18408
C 0.49847 1.80156 1.79683
N 0.70836 -1.21559 1.75374
Si 0.04200 1.17955 0.09834
Br 2.92532 0.43381 -0.64851
H 0.32483 -3.43645 -1.38962
H 1.85642 -1.83040 -1.72153
H -0.36907 -2.90484 2.24515
H -1.66984 -1.67585 -0.19978
H -1.49450 -3.40427 0.25958
H -2.22653 0.25567 0.36973
H -2.50075 1.90133 -0.56888
H -1.85250 0.52640 -1.39267
H -0.26535 3.01934 -1.53594
H 1.40205 3.05977 -0.91040
H 1.01194 2.02164 -2.10264
H 0.11384 2.77878 1.87564
H 0.10982 1.07496 2.52008
H 1.52442 1.72113 1.98101
```

Output
E_HOMO (alpha / beta) = -7.88 / -8.93 eV
Spin multiplicity = 1
Kohn-Sham gap (alpha / beta) = 7.4 / 8.3 eV

Population analysis type Löwdin, resulting atomic charges in e:
1. C -0.12
2. C -0.25
3. C -0.23
4. C -0.15
5. C -0.64
6. C -0.19
7. C -0.24
8. C -0.17
9. N 0.13
10. Si 0.39
11. Br 0.75
12. H 0.11
13. H 0.08
14. H 0.11
15. H 0.06
16. H 0.11
17. H 0.01
18. H 0.11
19. H 0.01
20. H 0.01
21. H 0.02
22. H 0.03
23. H 0.02
24. H 0.02
25. H 0.01

=====

No. 6
Entry from the OMol25 dataset: a single C4H3NOS3 molecule in a non-equilibrium geometry (ωB97M-V with the def2-TZVPD basis set).

Structure (XYZ):
```
12
C4H3NOS3 ωB97M-V with the def2-TZVPD basis set
C -0.38399 -0.03893 -0.89703
C 0.67934 -0.76496 0.81639
C -1.72193 -1.97889 0.51876
C 1.29267 1.46149 -0.56246
N -0.05382 1.25763 -0.66765
O -2.51354 -2.83477 0.73743
S -2.01036 -0.54638 -0.42508
S -0.04419 -2.11732 1.38350
S 1.97347 0.18941 0.93402
H 1.84762 1.01361 -1.37882
H 1.60632 2.46172 -0.29163
H -0.67158 1.89740 -0.16741
```

Output
E_HOMO (alpha / beta) = -7.58 / -7.58 eV
Spin multiplicity = 1
Kohn-Sham gap (alpha / beta) = 7.2 / 7.2 eV

Population analysis type Löwdin, resulting atomic charges in e:
1. C -0.48
2. C -1.02
3. C -0.97
4. C -0.34
5. N -0.22
6. O -0.03
7. S 0.93
8. S 0.95
9. S 0.88
10. H 0.08
11. H 0.08
12. H 0.13

=====

No. 7
Entry from the OMol25 dataset: 2 unconnected molecules or ions with the total composition C5H13N2 in a non-equilibrium geometry (ωB97M-V with the def2-TZVPD basis set).

Structure (XYZ):
```
20
C5H13N2 ωB97M-V with the def2-TZVPD basis set
C -1.09493 2.08147 1.51678
C 1.55922 -0.31172 -1.08346
C 0.05157 0.66741 2.98646
C 0.24998 -1.09636 -2.97880
C -0.66783 -0.92241 -0.72219
N -0.51572 0.99670 1.74056
N 0.51867 -0.83350 -1.57241
H -1.59751 2.26269 0.44065
H -1.09812 2.80280 2.22330
H 1.62193 -0.18164 -0.02465
H 2.48040 -0.23618 -1.68608
H -0.11944 1.24502 3.93104
H -0.23789 -0.35188 3.41602
H 1.19068 0.43687 2.88760
H -0.50113 -1.75670 -3.01005
H -0.01054 -0.16367 -3.31984
H 1.23141 -1.43544 -3.36388
H -1.47347 -0.52643 -1.26899
H -1.05065 -2.01085 -0.46714
H -0.53662 -0.66619 0.35507
```

Output
E_HOMO = -12.97 eV
Spin multiplicity = 1
Total charge = +1
Kohn-Sham gap = 8.4 eV

Population analysis type Löwdin, resulting atomic charges in e:
1. C -0.03
2. C 0.19
3. C -0.18
4. C 0.05
5. C -0.02
6. N -0.14
7. N -0.19
8. H 0.12
9. H 0.04
10. H 0.11
11. H 0.14
12. H 0.09
13. H 0.09
14. H 0.10
15. H 0.07
16. H 0.10
17. H 0.14
18. H 0.09
19. H 0.16
20. H 0.08

=====

No. 8
Entry from the OMol25 dataset: a molecular structure, C5H12O in a non-equilibrium geometry (ωB97M-V with the def2-TZVPD basis set).

Structure (XYZ):
```
18
C5H12O ωB97M-V with the def2-TZVPD basis set
C -0.17102 2.25012 -0.50056
C -0.64553 1.13634 0.49047
C 0.11558 -0.22425 0.40633
C -0.38570 -1.02359 1.57150
C 0.88798 -1.64219 -1.41411
H -0.22616 1.85990 -1.60540
H 0.92254 2.51828 -0.45126
H -0.77134 3.15559 -0.57657
H -0.67379 1.40366 1.67206
H -1.73404 0.99498 0.23571
H 1.15873 -0.00286 0.29217
H -1.51794 -0.87185 1.76328
H -0.29998 -2.21560 1.34973
H 0.11200 -0.72236 2.57837
H 1.60941 -2.38315 -0.47584
H 1.75442 -0.82890 -2.27709
H 0.11136 -2.43239 -2.20792
O -0.24653 -0.97173 -0.85086
```

Output
E_HOMO = -9.65 eV
Spin multiplicity = 1
Kohn-Sham gap = 10.5 eV

Population analysis type Löwdin, resulting atomic charges in e:
1. C -0.12
2. C -0.22
3. C -0.43
4. C -0.10
5. C -0.21
6. H 0.10
7. H 0.07
8. H 0.05
9. H 0.15
10. H 0.12
11. H 0.12
12. H 0.10
13. H 0.12
14. H 0.10
15. H 0.15
16. H 0.16
17. H 0.15
18. O -0.29

=====

no.,molar mass (g/mol)
1,944.678
2,97.020
3,665.200
4,112.147
5,232.197
6,177.275
7,101.173
8,88.150